# 1
Below is a molecular structure, C10H17BrCl2O2Pd, with properties calculated with wB97M-V/def2-TZVPD.

Last column: Löwdin charge in e.
Cartesian coordinates (Å):
C  1.679  -0.864  -1.369  -0.169
C  1.458  -1.997  -0.566  -0.208
C  1.815  -1.689  0.771  -0.196
C  0.981  -3.319  -1.005  -0.075
C  2.181  -0.317  0.802  -0.156
C  2.112  0.218  -0.537  -0.142
C  2.473  1.572  -0.993  -0.049
C  1.491  -0.751  -2.827  -0.025
C  1.806  -2.654  1.883  -0.093
C  2.559  0.465  1.993  -0.054
Pd  -1.460  -0.442  -0.251  0.165
Cl  -1.418  -1.642  1.508  -0.087
Cl  -2.075  -1.951  -1.907  -0.354
O  -0.579  0.996  0.804  -0.542
H  0.395  -3.265  -1.926  0.029
H  0.326  -3.780  -0.264  0.069
H  1.799  -4.037  -1.182  0.083
H  1.008  -3.357  1.811  0.046
H  1.682  -2.160  2.846  -0.003
H  2.743  -3.237  1.909  0.089
H  2.220  -0.039  2.894  0.026
H  2.053  1.446  1.960  0.095
H  3.638  0.629  2.032  0.080
H  2.857  2.094  -0.119  0.064
H  1.685  2.170  -1.605  0.031
H  3.397  1.500  -1.552  0.081
H  0.659  -1.374  -3.150  0.048
H  2.387  -1.103  -3.365  0.090
H  1.285  0.289  -3.114  0.090
H  -0.744  0.847  1.755  -0.161
O  1.044  3.268  -2.530  -0.518
H  0.067  3.341  -2.614  -0.110
Br  -0.503  -0.849  3.747  -0.145

The value obtained for the LUMO energy (alpha / beta) is 5.2 / 3.7 eV. The gap between HOMO and LUMO (alpha / beta) is 0.195 / 0.171 Ha. The energy relative to the best compared isomer or geometry (same formula, charge and spin) is 1.256 eV. Its spin multiplicity is 5. Its total charge is -2.


# 2
Below is 3 unconnected molecules or ions with the total composition C10H17BrF3NO4, with properties calculated with wB97M-V/def2-TZVPD.

Last column: Löwdin charge in e.
Cartesian coordinates (Å):
O  -0.011  -0.707  1.213  0.102
C  -0.456  0.439  1.092  -0.548
N  -1.642  0.823  0.321  0.175
C  -2.836  0.984  1.146  -0.442
F  -3.953  0.355  0.527  0.068
F  -3.149  2.372  1.163  0.074
F  -2.728  0.481  2.445  0.118
O  0.280  1.505  1.727  -0.525
Br  1.782  1.823  0.682  0.903
H  -1.800  0.222  -0.498  0.148
C  6.561  0.515  2.528  -0.178
C  6.407  1.949  2.986  -0.178
C  5.494  2.523  1.920  -0.208
O  4.661  1.448  1.464  -0.245
C  5.183  0.212  1.971  -0.206
H  6.858  -0.171  3.323  0.115
H  7.308  0.458  1.729  0.116
H  5.908  1.975  3.960  0.117
H  7.352  2.487  3.072  0.115
H  6.066  2.892  1.062  0.118
H  4.869  3.336  2.297  0.117
H  4.506  -0.141  2.757  0.121
H  5.207  -0.533  1.173  0.119
C  -5.296  -1.249  -2.478  -0.177
C  -5.154  -2.755  -2.519  -0.178
C  -4.605  -2.981  -3.914  -0.205
O  -3.831  -1.821  -4.248  -0.137
C  -4.092  -0.797  -3.280  -0.206
H  -5.314  -0.837  -1.468  0.100
H  -6.218  -0.949  -2.986  0.118
H  -4.421  -3.079  -1.772  0.116
H  -6.087  -3.290  -2.335  0.115
H  -5.412  -3.069  -4.649  0.117
H  -3.977  -3.873  -3.979  0.117
H  -3.203  -0.703  -2.644  0.104
H  -4.258  0.155  -3.788  0.119

The value obtained for the LUMO energy is -1.1 eV. The gap between HOMO and LUMO is 0.315 Ha. Its structure (SMILES) is O=C(NC(F)(F)F)OBr.C1CCOC1.C1CCOC1.


Ordered electronic energy results: -113304.86481 -98517.81661; unit eV.